[1]
91
Properties=species:S:1:pos:R:3 method="wB97M-V/def2-TZVPD" total_charge=0 smiles="CC(=O)OCCC[PH](Br)(N=C=O)N=C=O.c1ccncc1.c1ccncc1.c1ccncc1.c1ccncc1.c1ccncc1.c1ccncc1" lumo_ha=0.0028
C 10.572 -1.181 -0.973
C 9.425 -0.504 -0.291
O 8.992 -0.826 0.789
O 8.931 0.547 -0.998
C 7.498 0.577 -1.127
C 7.040 -0.002 -2.448
C 7.088 -1.523 -2.604
P 6.313 -2.517 -1.246
Br 5.294 -3.808 0.442
N 4.785 -1.767 -1.590
C 4.263 -1.300 -0.576
O 3.803 -0.608 0.214
N 6.776 -4.006 -2.026
C 7.730 -4.582 -1.529
O 8.610 -5.171 -1.080
H 10.746 -2.156 -0.540
H 10.381 -1.256 -2.037
H 11.451 -0.552 -0.851
H 7.028 0.118 -0.263
H 7.214 1.622 -1.098
H 6.048 0.390 -2.649
H 7.698 0.416 -3.208
H 8.094 -1.904 -2.763
H 6.529 -1.771 -3.503
H 7.150 -2.017 -0.238
N 2.092 1.782 5.497
C 1.247 1.690 4.473
C 1.584 1.144 3.244
C 2.873 0.666 3.066
C 3.764 0.753 4.123
C 3.325 1.317 5.312
H 0.249 2.077 4.652
H 0.854 1.095 2.447
H 3.177 0.252 2.116
H 4.779 0.391 4.031
H 3.991 1.401 6.164
N 4.852 2.586 -0.805
C 4.648 3.606 -1.636
C 4.010 4.780 -1.267
C 3.556 4.903 0.037
C 3.759 3.851 0.914
C 4.410 2.722 0.445
H 5.015 3.471 -2.647
H 3.873 5.577 -1.985
H 3.052 5.803 0.363
H 3.420 3.899 1.941
H 4.590 1.876 1.098
N -1.556 -2.945 -1.503
C -0.691 -2.112 -0.924
C 0.680 -2.177 -1.137
C 1.177 -3.157 -1.979
C 0.288 -4.027 -2.588
C -1.063 -3.876 -2.318
H -1.126 -1.363 -0.271
H 1.341 -1.477 -0.644
H 2.242 -3.241 -2.161
H 0.632 -4.808 -3.253
H -1.794 -4.535 -2.774
N -3.077 -0.195 -0.194
C -3.327 1.014 0.310
C -4.590 1.580 0.368
C -5.659 0.853 -0.131
C -5.419 -0.403 -0.663
C -4.116 -0.882 -0.670
H -2.463 1.552 0.687
H -4.732 2.564 0.795
H -6.663 1.258 -0.098
H -6.230 -0.999 -1.061
H -3.878 -1.860 -1.072
N -7.969 -2.416 -0.434
C -9.194 -2.228 -0.921
C -10.344 -2.272 -0.149
C -10.216 -2.528 1.207
C -8.949 -2.727 1.729
C -7.863 -2.659 0.869
H -9.251 -2.032 -1.987
H -11.314 -2.110 -0.599
H -11.089 -2.571 1.846
H -8.801 -2.929 2.781
H -6.853 -2.803 1.238
N -8.575 2.575 0.542
C -8.842 3.778 1.043
C -10.115 4.324 1.095
C -11.171 3.578 0.596
C -10.910 2.323 0.071
C -9.600 1.870 0.069
H -7.988 4.330 1.420
H -10.273 5.307 1.515
H -12.180 3.968 0.618
H -11.704 1.706 -0.328
H -9.354 0.890 -0.329

---

[2]
97
Properties=species:S:1:pos:R:3 method="wB97M-V/def2-TZVPD" total_charge=-2 de_lowest_kj_mol=0.0 lumo_ha=0.1640
Cd -0.904 0.023 0.113
O -2.270 1.498 -0.833
C -2.685 1.520 -2.045
C -3.362 2.685 -2.512
C -3.912 2.773 -3.765
C -3.826 1.705 -4.667
C -3.151 0.577 -4.258
C -2.567 0.446 -2.990
C -1.868 -0.809 -2.774
N -1.268 -1.181 -1.712
N -0.704 -2.452 -1.745
C -0.149 -2.761 -0.601
O -0.064 -2.081 0.473
C 0.429 -4.151 -0.552
C 0.749 -4.700 0.685
C 1.286 -5.977 0.773
C 1.518 -6.716 -0.379
C 1.202 -6.170 -1.618
C 0.657 -4.899 -1.704
H -3.421 3.511 -1.814
H -4.414 3.689 -4.061
H -4.252 1.772 -5.660
H -3.037 -0.256 -4.946
H -1.868 -1.515 -3.611
H 0.578 -4.097 1.567
H 1.532 -6.392 1.743
H 1.945 -7.710 -0.314
H 1.386 -6.738 -2.523
H 0.401 -4.457 -2.658
N 2.281 -0.431 2.256
C 3.186 -1.537 2.580
C 3.534 -2.335 1.328
C 4.432 -1.634 0.313
C 3.802 -0.452 -0.421
N 2.515 -0.797 -1.004
H 1.697 -0.183 3.048
H 1.650 -0.754 1.525
H 2.748 -2.227 3.315
H 4.103 -1.135 3.033
H 2.597 -2.601 0.835
H 4.012 -3.272 1.631
H 4.734 -2.384 -0.430
H 5.356 -1.290 0.797
H 4.537 -0.081 -1.152
H 3.628 0.359 0.289
H 2.618 -1.458 -1.769
H 2.062 0.030 -1.407
C -2.750 -2.592 3.627
Si -3.179 -1.359 2.267
C -3.363 -2.350 0.698
C -4.919 -0.715 2.624
N -2.015 -0.122 2.095
C -1.770 0.816 3.044
C -2.374 0.860 4.325
C -2.096 1.838 5.268
C -1.171 2.833 5.001
C -0.522 2.815 3.768
C -0.817 1.848 2.832
O -0.120 1.775 1.627
C 0.573 2.904 1.219
C -0.120 4.006 0.751
C 0.599 5.134 0.392
C 1.988 5.141 0.483
C 2.658 4.005 0.910
C 1.951 2.869 1.286
H -3.350 -3.500 3.517
H -2.915 -2.196 4.631
H -1.696 -2.870 3.547
H -4.319 -2.880 0.739
H -2.568 -3.085 0.575
H -3.369 -1.721 -0.193
H -5.577 -1.555 2.866
H -5.314 -0.222 1.732
H -4.967 0.003 3.441
H -3.081 0.084 4.579
H -2.606 1.808 6.225
H -0.940 3.604 5.726
H 0.224 3.565 3.541
H -1.196 3.954 0.662
H 0.075 5.998 0.006
H 2.545 6.016 0.174
H 3.741 3.990 0.938
H 2.435 1.961 1.628
F 1.837 1.615 -5.457
C 1.035 1.332 -4.401
F 1.085 0.009 -4.236
F -0.209 1.640 -4.780
C 1.433 2.077 -3.070
O 0.956 1.469 -2.015
C 3.005 2.142 -3.034
F 3.539 0.937 -3.306
F 3.439 2.496 -1.823
F 3.565 3.007 -3.909
C 0.916 3.556 -3.199
F 1.582 4.378 -2.371
F -0.372 3.647 -2.889
F 1.064 4.081 -4.439